# 1
104
Properties=species:S:1:pos:R:3 method="wB97M-V/def2-TZVPD" homo_lumo_gap_ev=8.672 total_energy_ev=-79697.31022 e_lumo_ev=-0.14
C -1.201 4.933 3.534
O -1.189 5.800 4.392
N -1.684 5.128 2.240
N -0.474 3.791 3.623
H -1.802 6.085 1.966
H -1.534 4.387 1.582
H -0.019 3.328 2.853
H 0.098 3.811 4.456
C 1.588 -3.748 3.624
O 1.786 -4.959 3.445
N 1.796 -3.056 4.761
N 1.099 -2.953 2.632
H 1.442 -2.095 4.773
H 2.401 -3.457 5.455
H 1.383 -1.987 2.659
H 1.027 -3.480 1.762
C 0.450 -0.041 0.784
O 0.144 0.917 1.510
N 1.590 -0.752 0.963
N -0.158 -0.248 -0.412
H 1.691 -1.555 0.363
H 2.278 -0.394 1.604
H 0.124 -0.921 -1.112
H -0.912 0.357 -0.695
C 2.207 -2.655 -3.265
O 1.221 -2.068 -2.808
N 2.686 -3.726 -2.589
N 2.884 -2.291 -4.377
H 3.361 -4.326 -3.023
H 2.223 -3.805 -1.689
H 3.852 -2.548 -4.427
H 2.450 -1.535 -4.882
C -4.073 1.999 2.181
O -3.895 2.583 3.252
N -3.168 1.105 1.754
N -5.217 2.069 1.433
H -2.385 1.084 2.390
H -3.283 0.465 0.991
H -5.551 1.334 0.835
H -5.859 2.823 1.592
C -1.717 -2.189 -5.300
O -2.098 -2.853 -6.258
N -0.681 -1.304 -5.394
N -2.094 -2.257 -4.007
H -0.384 -1.173 -6.350
H -0.767 -0.462 -4.843
H -2.963 -2.691 -3.753
H -1.572 -1.685 -3.367
C -2.531 1.637 -3.558
O -1.866 0.916 -2.807
N -3.082 2.804 -3.085
N -2.816 1.441 -4.870
H -3.225 3.538 -3.757
H -2.621 3.100 -2.231
H -2.346 0.653 -5.283
H -3.337 2.103 -5.407
C 0.250 -4.727 -0.307
O 1.012 -3.741 -0.102
N -0.112 -5.085 -1.549
N -0.262 -5.385 0.748
H 0.172 -4.746 -2.449
H -0.657 -5.932 -1.603
H -0.818 -6.203 0.577
H -0.153 -4.945 1.645
C -0.089 3.893 -1.033
O -1.056 4.539 -1.418
N 0.804 4.307 -0.076
N 0.310 2.694 -1.529
H 1.593 3.731 0.157
H 0.726 5.178 0.416
H 1.100 2.257 -1.090
H -0.250 2.144 -2.156
C 0.232 0.367 4.498
O 1.198 -0.408 4.485
N -0.949 0.062 5.096
N 0.203 1.529 3.810
H -1.673 0.746 4.975
H -1.246 -0.813 5.483
H -0.565 2.168 3.881
H 0.808 1.561 3.006
C 4.897 0.772 2.243
O 4.552 -0.397 2.088
N 4.410 1.817 1.546
N 5.920 1.080 3.105
H 3.682 1.746 0.856
H 4.946 2.665 1.578
H 6.528 1.867 2.972
H 6.309 0.292 3.594
C -4.359 -0.987 -0.555
O -4.968 -0.226 -1.301
N -5.016 -1.775 0.319
N -2.999 -1.209 -0.596
H -5.960 -1.561 0.580
H -4.487 -2.520 0.735
H -2.538 -1.856 0.014
H -2.548 -0.599 -1.259
C 3.418 1.212 -1.560
O 3.170 2.322 -1.022
N 2.428 0.349 -1.873
N 4.592 1.040 -2.180
H 1.468 0.460 -1.634
H 2.766 -0.527 -2.226
H 4.714 0.070 -2.427
H 5.224 1.801 -2.320

=====

# 2
104
Properties=species:S:1:pos:R:3 method="wB97M-V/def2-TZVPD" homo_lumo_gap_ev=8.470 total_energy_ev=-79699.69817 e_lumo_ev=-0.32
C 4.094 0.522 0.462
O 4.895 1.079 -0.287
N 3.030 -0.209 0.022
N 4.191 0.599 1.823
H 2.834 -0.236 -0.960
H 2.378 -0.512 0.727
H 3.659 -0.043 2.394
H 5.031 1.038 2.155
C -0.213 5.323 -0.851
O 0.845 5.941 -0.931
N -1.314 5.589 -1.606
N -0.290 4.235 -0.040
H -1.165 6.277 -2.321
H -2.197 5.150 -1.420
H 0.463 4.036 0.600
H -1.116 3.688 0.162
C 2.697 -3.144 -2.187
O 1.716 -3.612 -1.618
N 2.819 -1.806 -2.463
N 3.760 -3.910 -2.544
H 1.957 -1.319 -2.266
H 3.529 -1.491 -3.096
H 4.603 -3.516 -2.910
H 3.603 -4.887 -2.370
C -1.683 -0.501 5.423
O -1.613 -1.546 6.058
N -2.289 -0.423 4.201
N -1.257 0.720 5.917
H -1.992 0.295 3.567
H -2.539 -1.326 3.835
H -0.744 1.224 5.204
H -0.935 0.694 6.867
C 2.632 -1.621 4.389
O 3.339 -1.287 5.325
N 1.963 -0.723 3.584
N 2.449 -2.920 4.028
H 1.507 -0.967 2.716
H 1.798 0.221 3.873
H 1.965 -3.201 3.195
H 2.985 -3.567 4.576
C -1.214 -0.044 -4.023
O -1.556 0.394 -2.917
N 0.052 -0.465 -4.282
N -2.006 0.092 -5.139
H 0.337 -0.644 -5.228
H 0.764 -0.221 -3.587
H -1.549 -0.173 -5.995
H -2.900 0.523 -5.260
C -0.519 -5.089 -4.770
O 0.327 -4.555 -5.471
N -0.629 -4.893 -3.428
N -1.388 -6.009 -5.307
H -1.087 -5.563 -2.843
H 0.033 -4.216 -3.084
H -1.395 -6.149 -6.298
H -1.962 -6.581 -4.716
C 1.435 1.739 -1.894
O 1.649 0.544 -2.124
N 2.260 2.441 -1.062
N 0.362 2.417 -2.359
H 2.161 3.429 -0.908
H 3.068 1.947 -0.711
H 0.167 3.373 -2.132
H -0.308 1.883 -2.884
C 0.532 2.960 2.953
O -0.261 2.086 3.270
N 0.635 4.212 3.460
N 1.437 2.700 1.941
H -0.007 4.486 4.182
H 1.379 4.828 3.192
H 1.700 1.765 1.669
H 2.146 3.363 1.667
C -3.631 2.925 -1.435
O -3.051 2.360 -0.523
N -4.401 4.057 -1.241
N -3.525 2.537 -2.733
H -4.686 4.691 -1.963
H -4.464 4.360 -0.281
H -2.812 1.836 -2.906
H -4.068 2.941 -3.471
C -4.330 2.414 2.670
O -4.588 2.577 3.849
N -5.239 2.669 1.682
N -3.135 1.914 2.248
H -4.925 2.548 0.737
H -6.143 3.066 1.843
H -2.497 1.790 3.006
H -3.006 1.520 1.330
C 1.740 -5.316 1.204
O 2.909 -5.274 0.873
N 1.081 -6.468 1.595
N 0.963 -4.186 1.293
H 0.293 -6.278 2.184
H 1.459 -7.358 1.345
H 0.048 -4.215 1.704
H 1.302 -3.312 0.932
C -0.259 -0.870 0.065
O 0.459 -1.061 1.058
N -0.208 -1.647 -1.048
N -1.200 0.106 -0.042
H 0.448 -2.418 -1.119
H -0.993 -1.592 -1.674
H -1.394 0.418 -0.992
H -1.203 0.822 0.664

=====

# 3
30
Properties=species:S:1:pos:R:3 method="wB97M-V/def2-TZVPD" homo_lumo_gap_ev=7.828 total_energy_ev=-113857.58346 charge=+1 e_lumo_ev=-6.16
Ce 1.266 0.213 0.826
O -3.971 -2.654 -0.488
C -2.781 -2.228 -0.094
C -1.581 -2.680 -0.670
C -0.404 -2.178 -0.179
N -0.394 -1.308 0.845
C -1.538 -0.817 1.361
C -2.756 -1.260 0.923
C -1.314 0.308 2.400
O -2.221 0.691 3.072
O -0.069 0.741 2.401
C 1.008 -2.456 -0.729
O 1.235 -3.435 -1.373
O 1.855 -1.504 -0.391
H -3.906 -3.308 -1.196
H -1.565 -3.395 -1.483
H -3.677 -0.876 1.342
Br 5.567 -0.851 -0.967
C 4.417 0.278 -0.024
C 4.245 0.121 1.359
N 3.550 1.000 2.085
C 2.970 2.046 1.476
C 2.909 2.152 0.074
C 3.686 1.263 -0.680
C 1.624 2.772 -0.580
O 1.508 3.881 -0.983
O 0.769 1.778 -0.548
H 4.731 -0.683 1.898
H 2.516 2.792 2.121
H 3.732 1.355 -1.759

=====

# 4
29
Properties=species:S:1:pos:R:3 method="wB97M-V/def2-TZVPD" homo_lumo_gap_ev=2.108 total_energy_ev=-152730.57284 charge=-1 e_lumo_ev=-1.12
Cl 2.559 -5.610 2.002
C 1.605 -4.843 0.803
C 0.879 -3.708 1.115
Cl 0.878 -3.046 2.682
C 0.048 -2.998 0.136
O -0.614 -2.011 0.414
C -0.033 -3.618 -1.271
O -0.745 -3.108 -2.128
C 0.757 -4.830 -1.503
Cl 0.625 -5.495 -3.061
C 1.553 -5.405 -0.527
Cl 2.434 -6.833 -0.864
Br 1.283 0.625 1.416
C 1.030 0.538 -0.392
S -0.213 1.431 -1.178
C -0.686 2.887 -0.207
C -1.543 2.714 0.881
C -1.962 3.827 1.613
C -1.526 5.106 1.259
C -0.672 5.272 0.171
C -0.250 4.163 -0.574
O 0.476 1.933 -2.350
O -1.471 0.740 -1.283
H 1.911 0.359 -1.013
H -1.902 1.718 1.135
H -2.636 3.676 2.454
H -1.853 5.972 1.835
H -0.326 6.262 -0.121
H 0.396 4.281 -1.443

=====

# 5
29
Properties=species:S:1:pos:R:3 method="wB97M-V/def2-TZVPD" homo_lumo_gap_ev=3.380 total_energy_ev=-152733.87819 charge=-1 e_lumo_ev=0.38
Cl -3.274 2.265 1.863
C -3.294 0.557 1.775
C -4.388 -0.130 1.340
Cl -5.773 0.654 0.745
C -4.438 -1.616 1.325
O -5.402 -2.238 0.876
C -3.256 -2.304 1.911
Cl -3.352 -4.008 1.981
C -2.156 -1.625 2.346
Cl -0.841 -2.436 3.106
C -2.113 -0.128 2.351
O -1.227 0.500 2.949
Br 1.590 1.486 1.756
C 0.366 0.249 1.088
S 0.424 0.024 -0.658
C 1.996 0.484 -1.445
C 2.276 1.829 -1.705
C 3.454 2.190 -2.361
C 4.367 1.208 -2.757
C 4.094 -0.136 -2.491
C 2.914 -0.499 -1.837
O 0.333 -1.420 -0.841
O -0.548 0.902 -1.266
H 0.262 -0.682 1.662
H 1.553 2.590 -1.421
H 3.651 3.243 -2.573
H 5.297 1.495 -3.250
H 4.798 -0.908 -2.808
H 2.688 -1.549 -1.659

=====

# 6
120
Properties=species:S:1:pos:R:3 method="wB97M-V/def2-TZVPD" homo_lumo_gap_ev=6.724 total_energy_ev=-90395.11153 e_lumo_ev=-1.37
C -4.786 -1.039 -2.717
P -4.254 0.557 -3.698
C -2.717 -0.063 -4.720
C -3.497 1.805 -2.429
C -3.127 3.389 -2.806
C -2.429 4.438 -1.707
C -2.138 3.817 -0.218
C -2.519 2.268 0.158
C -3.198 1.210 -0.895
C -2.019 2.128 1.712
O -2.443 1.389 2.740
N -0.878 3.152 1.767
C 0.419 2.768 1.091
C 0.626 1.161 0.839
O 0.636 0.345 2.083
C 2.057 0.794 0.055
N 1.976 -0.720 -0.228
C -1.448 4.438 1.132
O -1.392 5.673 1.638
H -5.568 -0.796 -1.880
H -5.096 -1.923 -3.418
H -3.788 -1.389 -2.164
H -3.021 -0.561 -5.736
H -2.188 -0.891 -4.044
H -1.991 0.850 -4.822
H -3.320 3.827 -3.896
H -2.129 5.542 -1.951
H -3.415 0.107 -0.569
H 1.302 3.119 1.812
H 0.598 3.298 0.045
H -0.219 0.689 0.140
H -0.051 -0.395 1.918
H 2.085 1.293 -1.029
H 3.005 1.083 0.682
H 1.215 -0.871 -0.951
H 2.890 -1.081 -0.580
O 3.491 -1.062 2.073
H 2.699 -0.506 2.128
H 3.985 -0.846 2.879
O 0.010 -3.478 -0.236
H 0.498 -4.203 0.183
H 0.617 -2.725 -0.184
O -3.440 5.463 4.093
H -3.097 6.168 4.662
H -2.722 5.299 3.464
O 1.010 -6.126 -0.716
H 1.641 -6.777 -1.058
H 0.349 -6.047 -1.420
O 3.335 2.945 -1.846
H 3.678 3.651 -1.277
H 4.053 2.782 -2.475
O -5.393 3.515 2.388
H -5.005 4.197 2.957
H -5.171 2.684 2.834
O 2.102 5.163 -0.030
H 1.910 5.511 -0.913
H 1.319 5.399 0.490
O -2.212 2.436 -6.566
H -2.323 2.356 -7.525
H -1.706 3.255 -6.457
O -7.036 2.051 4.813
H -6.115 2.144 5.101
H -7.023 2.345 3.890
O 1.609 3.443 4.628
H 2.239 2.791 4.286
H 0.948 3.521 3.924
O -0.701 -2.287 -5.087
H -0.709 -3.212 -5.374
H -0.374 -2.327 -4.176
O 2.853 -4.526 -2.020
H 2.265 -4.173 -1.335
H 3.713 -4.591 -1.578
O 0.690 1.795 7.288
H 0.497 2.143 6.405
H -0.093 2.032 7.808
O 1.478 -8.639 -1.842
H 0.823 -9.070 -2.413
H 2.188 -9.294 -1.766
O 5.601 -1.508 4.412
H 6.057 -2.272 4.030
H 5.632 -1.670 5.367
O -0.609 -5.776 -3.904
H -1.264 -6.207 -4.474
H 0.101 -6.431 -3.827
O -4.929 6.031 -3.061
H -5.721 6.587 -3.006
H -4.436 6.247 -2.255
O -1.371 -9.211 -1.707
H -2.163 -8.655 -1.652
H -0.878 -8.995 -0.901
O 3.382 1.719 9.147
H 2.676 1.931 8.519
H 4.082 1.342 8.593
O 5.787 0.988 1.245
H 6.103 0.902 2.157
H 5.261 0.187 1.103
O -4.615 -2.892 -5.293
H -3.694 -2.799 -5.004
H -4.602 -2.598 -6.216
O 4.776 -3.506 1.720
H 4.341 -4.369 1.788
H 4.065 -2.871 1.896
O -5.197 1.580 7.304
H -5.632 0.717 7.372
H -5.908 2.214 7.480
O 0.688 3.845 -6.418
H 1.176 3.121 -5.999
H 1.295 4.598 -6.366
O -2.996 -3.308 0.730
H -2.653 -2.602 1.299
H -2.277 -3.471 0.101
O 6.529 2.366 -1.737
H 6.985 1.601 -2.120
H 6.560 2.203 -0.783
O 3.319 -6.203 1.721
H 2.665 -6.634 1.151
H 4.029 -6.858 1.798
O 7.169 -0.744 -0.895
H 6.580 -0.392 -0.210
H 8.029 -0.809 -0.453

=====

# 7
28
Properties=species:S:1:pos:R:3 method="wB97M-V/def2-TZVPD" homo_lumo_gap_ev=8.518 total_energy_ev=-109979.06276 charge=+1 e_lumo_ev=-3.93
Sn 0.316 0.989 -2.850
O -0.046 2.543 -1.063
C 0.295 1.926 -0.066
O 0.830 0.679 -0.286
C 0.218 2.214 1.343
C -0.264 3.376 1.941
C -0.252 3.450 3.319
C 0.230 2.380 4.084
C 0.706 1.218 3.504
C 0.692 1.149 2.114
S 1.216 -0.192 1.119
H -0.631 4.185 1.324
H -0.617 4.337 3.816
H 0.227 2.463 5.163
H 1.069 0.400 4.110
Br 3.014 -1.490 -2.764
C 1.299 -2.193 -2.423
C 1.116 -3.545 -2.196
C -0.170 -3.986 -1.926
C -1.220 -3.077 -1.881
C -0.941 -1.751 -2.125
N 0.298 -1.323 -2.401
C -2.023 -0.687 -2.085
O -3.141 -0.974 -1.772
O -1.589 0.535 -2.354
H 1.957 -4.221 -2.230
H -0.349 -5.038 -1.747
H -2.238 -3.367 -1.667

=====

# 8
27
Properties=species:S:1:pos:R:3 method="wB97M-V/def2-TZVPD" homo_lumo_gap_ev=8.198 total_energy_ev=-45731.35974 smiles=Oc1ccc(O)c(-c2nc3c(Cl)cc(Cl)cc3[nH]2)c1 e_lumo_ev=-0.02
O 3.985 2.863 0.114
C 3.327 1.749 -0.357
C 3.945 0.849 -1.209
C 3.252 -0.269 -1.681
C 1.948 -0.592 -1.293
O 1.411 -1.760 -1.759
C 1.292 0.358 -0.450
C -0.069 0.067 0.009
N -0.780 0.928 0.732
C -2.022 0.314 0.956
C -3.182 0.752 1.657
Cl -3.322 2.367 2.346
C -4.265 -0.109 1.794
C -4.299 -1.352 1.215
Cl -5.683 -2.470 1.410
C -3.193 -1.747 0.444
C -2.067 -0.946 0.375
N -0.803 -1.094 -0.174
C 2.009 1.493 -0.026
H 4.893 2.881 -0.193
H 4.954 1.016 -1.577
H 3.829 -0.946 -2.309
H 2.061 -2.185 -2.359
H -5.112 0.222 2.386
H -3.230 -2.708 -0.019
H -0.396 -1.913 -0.619
H 1.518 2.230 0.590

=====

# 9
28
Properties=species:S:1:pos:R:3 method="wB97M-V/def2-TZVPD" homo_lumo_gap_ev=7.824 total_energy_ev=-37068.45843 smiles=N#Cc1ncc(C(F)(F)F)cc1Sc1ccc(N)cc1 e_lumo_ev=-0.53
N 1.854 -0.034 -3.981
C 0.855 0.084 -3.390
C -0.321 0.197 -2.568
N -1.226 1.095 -2.972
C -2.395 1.258 -2.323
C -2.744 0.391 -1.284
C -4.113 0.480 -0.673
F -3.859 0.870 0.626
F -4.974 1.311 -1.312
F -4.625 -0.792 -0.661
C -1.835 -0.590 -0.832
C -0.613 -0.686 -1.497
S 0.510 -1.965 -1.081
C 1.331 -1.185 0.251
C 2.245 -0.176 0.014
C 2.901 0.427 1.138
C 2.527 0.068 2.452
N 3.114 0.723 3.493
C 1.563 -0.895 2.690
C 0.951 -1.506 1.594
H -3.035 2.080 -2.637
H -2.089 -1.283 -0.057
H 2.553 0.053 -1.001
H 3.681 1.158 1.002
H 3.757 1.458 3.251
H 2.555 0.869 4.325
H 1.290 -1.194 3.692
H 0.141 -2.215 1.741

=====

Per-record ΔE to the lowest compared entry with this formula, charge and spin, kcal/mol: 94.33, 39.26, 34.88, 130.40, 54.18, 298.25, 0.00, 0.00, 0.00